180
Properties=species:S:1:pos:R:3:lowdin_charge:R:1 method="wB97M-V/def2-TZVPD" orbital_gap_ha=0.309 e_tot_ev=-79145.17430 e_above_lowest_kj_mol=592.0 mol_weight_g_mol=929.5 total_charge=0 smiles=CC1(C)CCCC(C)(C)N1O.CC1(C)CCCC(C)(C)N1O.CC1(C)CCCC(C)(C)N1O.CC1(C)CCCC(C)(C)N1O.CC(C)O.CC(C)O.CC(C)O.CC(C)O.CC(C)O homo_energy_ev=-7.94
O 6.605 1.848 -1.513 -0.0217
O 0.885 4.779 -3.208 -0.0645
O -1.954 0.575 -9.073 -0.0691
O -4.554 -3.949 -1.921 -0.0687
O 2.036 -2.940 3.660 -0.0592
O -2.109 -2.537 4.037 -0.0292
O 3.272 3.895 5.565 0.0043
O -1.625 -7.455 -2.831 -0.0651
O -1.343 1.260 -3.307 -0.0083
N -0.977 0.236 -2.368 -0.1026
N 3.018 4.440 4.315 -0.1300
N -3.003 -1.890 4.934 -0.1035
N 5.700 0.869 -1.925 -0.1131
C -2.589 -1.416 -3.300 -0.0112
C 4.140 5.215 2.220 -0.1452
C 7.200 0.008 -3.647 -0.0557
C 5.480 4.967 4.155 -0.0575
C 4.238 4.392 3.500 -0.4842
C -5.475 -0.911 6.220 -0.1302
C -1.115 -1.158 -2.855 -0.4531
C -0.678 -0.479 0.003 -0.1170
C 3.905 2.155 -0.730 -0.0404
C 0.279 5.484 -2.136 -0.4579
C -0.754 -2.167 -1.693 -0.1498
C -1.097 0.640 -0.936 -0.4533
C -3.066 -0.209 -8.599 -0.4885
C -4.451 -4.145 0.383 -0.0483
C 2.780 5.128 1.492 -0.1566
C -3.095 -7.319 -4.554 -0.0776
C 3.907 -1.468 -2.174 -0.1497
C -4.382 0.096 5.633 -0.1029
C -2.292 -6.437 -3.617 -0.4665
C 3.458 -0.151 -1.541 -0.1341
C 1.168 3.010 3.548 -0.0299
C 4.582 0.770 -0.926 -0.4469
C 2.040 -2.974 1.153 -0.0156
C -0.121 1.865 -0.625 -0.0049
C -2.639 -1.144 -7.477 -0.0556
C 5.098 0.256 0.384 -0.0395
C -5.315 -3.826 -0.787 -0.4930
C 1.092 6.816 -2.094 -0.0713
C -1.242 5.732 -2.378 -0.0347
C 1.660 4.519 3.809 -0.4644
C -2.332 0.487 4.231 -0.0282
C -4.655 -2.130 6.812 -0.1545
C -0.063 -1.260 -3.911 -0.0305
C 4.527 2.893 3.127 -0.0193
C -4.650 -3.762 5.084 -0.0576
C -3.684 -2.862 5.860 -0.4739
C -4.443 -0.815 3.273 -0.0466
C 0.689 5.094 4.832 -0.0425
C -1.396 -5.398 -4.318 -0.0465
C 1.870 -0.740 2.612 -0.0389
C -2.523 1.090 -0.710 -0.0306
C 1.586 5.334 2.465 -0.1024
C 5.161 -1.197 -3.150 -0.1291
C -2.699 -3.748 6.700 -0.0251
C -1.219 -1.921 -0.312 -0.1581
C 7.041 -1.362 -1.419 -0.0018
C 6.259 -0.410 -2.481 -0.4572
C -4.185 0.767 -8.116 -0.0469
C -5.753 -2.330 -0.871 -0.0393
C -3.515 -0.552 4.420 -0.4284
C 1.524 -2.258 2.502 -0.4181
H 1.358 2.331 4.379 0.0733
H -6.192 -1.287 5.490 0.0852
H -3.354 -0.700 -9.528 0.1265
H 5.567 -2.194 -3.323 0.1144
H 2.968 2.195 -0.174 0.0628
H -2.677 1.519 4.171 0.0719
H -4.068 -1.686 7.616 0.1065
H -4.717 1.037 5.197 0.0972
H 8.083 0.545 -3.300 0.0735
H -1.699 -1.613 -7.767 0.0800
H -4.936 0.121 -7.659 0.0762
H -2.785 1.962 -1.311 0.0778
H 1.404 6.404 2.572 0.1093
H -1.994 -4.698 -4.903 0.0754
H 0.099 2.924 3.350 0.0687
H -2.890 -0.598 -3.955 0.0702
H -0.188 -2.220 -4.412 0.0829
H -6.269 -2.029 -1.783 0.0748
H 2.948 0.301 -2.392 0.1094
H -4.913 -1.636 -0.871 0.0557
H -1.379 6.112 -3.391 0.0789
H 4.220 2.224 3.931 0.0791
H 0.629 7.536 -2.769 0.0746
H 5.114 -0.819 0.565 0.0747
H -0.106 -0.427 -4.614 0.0835
H 1.434 -0.177 3.437 0.0759
H -1.775 0.280 3.317 0.0542
H -2.353 1.209 -9.673 0.0743
H -2.495 -8.003 -5.155 0.0774
H 5.379 6.004 4.475 0.0833
H -1.627 6.423 -1.627 0.0792
H 1.674 -0.312 1.629 0.0466
H -6.170 -4.476 -0.973 0.1390
H -3.208 0.381 -1.175 0.0620
H 3.292 4.651 6.156 0.1080
H 2.956 -0.654 2.633 0.0664
H 6.128 0.554 0.584 0.0828
H -3.709 -4.343 -1.694 0.0653
H 2.137 6.820 -2.403 0.0743
H 5.521 2.620 2.773 0.0855
H -4.966 -3.839 1.294 0.0771
H -1.974 -4.251 6.060 0.0733
H 0.193 2.175 0.372 0.0729
H -3.651 -8.035 -3.949 0.0839
H 4.475 0.633 1.195 0.0550
H 1.094 7.266 -1.101 0.0692
H -0.878 -7.767 -3.346 0.0826
H 4.239 6.262 2.508 0.1131
H -0.543 2.787 -1.024 0.0541
H -0.977 -2.719 0.390 0.1109
H 0.314 -2.382 -1.652 0.1047
H -0.751 -5.813 -5.092 0.0767
H 0.658 5.044 1.974 0.1072
H 2.737 4.091 1.159 0.0676
H -4.128 -4.301 4.293 0.0786
H -3.435 -1.767 -7.069 0.0817
H -2.089 -3.160 7.385 0.0764
H -0.353 5.021 4.522 0.0826
H 7.890 -1.739 -1.988 0.0678
H -2.300 -1.970 -0.448 0.0888
H -4.274 -5.219 0.446 0.0902
H -3.480 -3.671 0.529 0.0722
H -1.795 4.793 -2.380 0.0636
H -1.236 -3.094 -2.002 0.1027
H -3.814 1.603 -7.523 0.0857
H 3.161 -1.849 -2.871 0.0900
H -3.602 -6.580 -5.175 0.0819
H -6.510 -2.189 -0.100 0.0717
H -4.508 1.065 -9.113 0.0678
H -4.851 0.067 2.780 0.0872
H -5.311 -2.855 7.294 0.1125
H -5.293 -1.481 3.421 0.0664
H -2.905 -2.272 -3.896 0.0730
H -2.354 -0.484 -6.658 0.0696
H -5.470 -3.279 4.554 0.0641
H -2.897 1.171 0.310 0.0839
H 4.818 -0.828 -4.116 0.1173
H 6.393 2.640 -2.013 0.1026
H 7.501 -0.749 -0.644 0.0688
H 1.517 -2.543 0.300 0.0402
H -1.286 -2.392 4.510 0.0899
H -3.160 -4.500 7.340 0.0816
H 2.018 -4.062 1.211 0.0802
H -0.990 -0.248 1.022 0.1030
H 0.764 1.707 -1.240 0.0670
H -3.889 -1.346 2.498 0.0727
H 0.441 -2.380 2.488 0.1053
H 6.232 5.232 3.412 0.0800
H 2.830 -2.483 3.948 0.0762
H 5.034 5.055 1.618 0.1194
H 0.957 -1.228 -3.528 0.0655
H 3.543 2.572 -1.669 0.0793
H 7.616 -0.812 -4.232 0.0805
H -0.516 1.725 -3.449 0.0928
H -5.138 -4.481 5.742 0.0816
H 1.505 5.322 -3.701 0.0747
H 1.699 2.580 2.700 0.0484
H 4.544 3.020 -0.549 0.0742
H 6.730 0.678 -4.367 0.0810
H 6.422 -2.179 -1.047 0.0677
H -0.744 -5.002 -3.539 0.0704
H -3.090 -5.937 -3.069 0.1147
H 0.524 5.059 -1.163 0.1088
H 0.632 4.362 5.638 0.0815
H 3.074 -2.642 1.064 0.0574
H 0.968 6.129 5.032 0.0899
H 2.654 -0.280 -0.816 0.0950
H -1.615 0.626 5.040 0.0788
H 6.004 4.420 4.939 0.0864
H -3.302 -1.310 -2.482 0.0491
H 2.758 5.644 0.532 0.1011
H -3.704 0.528 6.370 0.1013
H 4.127 -2.175 -1.373 0.0880
H -6.115 -0.636 7.058 0.0966
H 3.821 2.546 2.373 0.0379
H 0.392 -0.471 0.212 0.0706